Molecular formula: C49H61BFIrN6O4
Method: DFT, ωB97M-V/def2-TZVPD

Results
**2S+1**: 2
**HOMO (spin up / spin down)**: -14.74 / -14.73 eV
**Net charge**: +3
**Gap between HOMO and LUMO (spin up / spin down)**: 6.11 / 5.79 eV
**F_max**: 4.1 eV Å⁻¹
**E**: -2761.490328 a.u.

Geometry (Å):
Ir: 0.0983 0.1473 0.0367
O: 1.5970 -0.5278 1.9409
C: 1.6862 -1.9119 2.2103
C: 1.0857 -2.7558 1.1150
C: 1.2705 -4.1328 1.1395
C: 0.6778 -4.9180 0.1693
C: -0.1095 -4.3050 -0.7985
C: -0.2492 -2.9367 -0.7597
N: 0.3397 -2.1685 0.1747
H: 2.4510 -0.1590 1.6809
H: 1.1090 -2.1008 3.1204
H: 2.7127 -2.2276 2.3994
H: 1.8751 -4.5690 1.9230
H: 0.8226 -5.9895 0.1641
H: -0.5954 -4.8787 -1.5742
H: -0.8486 -2.4210 -1.4976
F: -5.0480 0.5815 4.6856
C: -3.9283 1.3433 4.6955
C: -3.0279 1.1779 3.6871
C: -1.8442 1.9270 3.6636
C: -0.9026 1.7476 2.5657
O: -1.1746 0.8734 1.6879
C: 0.2023 2.6274 2.5818
C: 0.3458 3.5308 3.6044
N: -0.4809 3.6391 4.6483
C: -0.2663 4.6820 5.6349
C: 1.1218 5.0085 6.0838
C: 0.1783 4.3284 7.0256
C: -1.6117 2.8455 4.7006
C: -2.5368 2.9694 5.7425
C: -3.7153 2.2367 5.7681
N: -4.6332 2.4153 6.7983
C: -4.2323 2.5208 8.1857
C: -4.6416 1.2553 8.9472
N: -6.1190 1.0472 8.8103
C: -6.5253 0.9526 7.3702
C: -6.0634 2.2239 6.6605
C: 1.2382 2.7453 1.4764
O: 1.8989 3.7623 1.4468
O: 1.3707 1.7674 0.6460
H: -3.2160 0.4669 2.8958
H: 1.1796 4.2181 3.5671
H: -0.9674 5.4992 5.5108
H: 1.3619 6.0486 6.2463
H: 1.9479 4.4297 5.6951
H: -0.2285 4.8941 7.8521
H: 0.3577 3.2839 7.2451
H: -2.3422 3.6818 6.5297
H: -4.7063 3.3970 8.6439
H: -3.1546 2.6350 8.2677
H: -4.3827 1.3399 10.0018
H: -4.1403 0.3850 8.5251
H: -6.6077 1.8403 9.2365
H: -6.4062 0.2069 9.3160
H: -7.6061 0.8392 7.2982
H: -6.0492 0.0770 6.9327
H: -6.5651 3.0888 7.1142
H: -6.3542 2.1926 5.6164
C: 1.5462 5.6238 -3.5790
C: 0.9678 4.3315 -3.0079
C: 1.0282 4.3438 -1.4735
C: 1.6311 3.0668 -3.5245
C: 2.9116 3.1098 -4.0550
C: 3.5707 1.9535 -4.4397
C: 2.9679 0.7230 -4.2730
C: 1.6907 0.6244 -3.7303
C: 1.0698 -0.7435 -3.5433
C: 1.9252 -1.5174 -2.5342
C: 0.9195 -1.4967 -4.8655
C: 1.0269 1.7971 -3.3694
N: -0.3115 1.7434 -2.8542
B: -0.8424 1.2107 -1.5876
N: -2.2332 1.7121 -1.5884
C: -2.4485 2.3942 -2.7214
C: -1.2841 2.3993 -3.4961
C: -3.2485 1.7086 -0.5777
C: -3.6417 2.9440 -0.0311
C: -4.6973 2.9474 0.8723
C: -5.3613 1.7808 1.2015
C: -4.9471 0.5725 0.6685
C: -3.8756 0.5090 -0.2122
C: -3.4794 -0.8304 -0.8021
C: -4.5313 -1.3101 -1.8062
C: -3.2491 -1.8589 0.3106
C: -2.9503 4.2588 -0.3540
C: -2.3461 4.8690 0.9149
C: -3.9247 5.2377 -1.0204
H: 0.9322 6.4654 -3.2611
H: 1.5619 5.6025 -4.6683
H: 2.5576 5.8060 -3.2165
H: -0.0908 4.3241 -3.2898
H: 2.0622 4.3405 -1.1296
H: 0.5441 3.4610 -1.0489
H: 0.5405 5.2378 -1.0840
H: 3.4113 4.0610 -4.1627
H: 4.5641 2.0114 -4.8629
H: 3.4884 -0.1722 -4.5863
H: 0.0689 -0.6175 -3.1139
H: 2.9682 -1.5393 -2.8436
H: 1.5807 -2.5455 -2.4356
H: 1.8707 -1.0182 -1.5516
H: 1.8905 -1.7059 -5.3127
H: 0.3392 -0.9139 -5.5805
H: 0.4102 -2.4477 -4.7056
H: -3.4047 2.8292 -2.9664
H: -1.1617 2.7818 -4.4970
H: -5.0285 3.8848 1.2997
H: -6.2140 1.8121 1.8673
H: -5.4922 -0.3281 0.9184
H: -2.5306 -0.7012 -1.3388
H: -5.4956 -1.4545 -1.3189
H: -4.2267 -2.2596 -2.2471
H: -4.6648 -0.5833 -2.6081
H: -4.1479 -2.0111 0.9055
H: -2.4443 -1.5212 0.9684
H: -2.9791 -2.8249 -0.1158
H: -2.1266 4.0825 -1.0486
H: -3.1106 5.0395 1.6735
H: -1.8754 5.8249 0.6856
H: -1.5877 4.2054 1.3317
H: -4.6971 5.5590 -0.3222
H: -4.4226 4.7829 -1.8780
H: -3.3905 6.1229 -1.3643

Results of the Löwdin charge analysis, in e, for atoms 1 through 8: number 1, Ir, carries 1.41; number 2, O, carries -0.11; number 3, C, carries -0.15; number 4, C, carries -0.23; number 5, C, carries 0.02; number 6, C, carries 0.00; number 7, C, carries -0.02; number 8, C, carries -0.16

=====

Molecular formula: C49H61CuGeN6O2S2Sb
Method: DFT, ωB97M-V/def2-TZVPD

Results
**2S+1**: 2
**HOMO (spin up / spin down)**: -0.07 / -0.21 eV
**Net charge**: -2
**Gap between HOMO and LUMO (spin up / spin down)**: 4.22 / 4.36 eV
**F_max**: 1.6 eV Å⁻¹
**E**: -7136.687745 a.u.
**Energy relative to the best compared isomer or geometry (same formula, charge and spin)**: 60.93 kcal/mol

Geometry (Å):
Cu: -0.6297 0.7701 0.0295
N: -6.9207 0.6887 1.7904
C: -5.6562 1.1165 2.2290
C: -4.7465 0.2092 2.7709
C: -3.4640 0.6261 3.0910
C: -3.1010 1.9477 2.9193
C: -4.0384 2.8827 2.5184
C: -5.3141 2.4650 2.1670
S: -1.3571 2.3780 2.9077
O: -0.6516 1.3257 3.6123
O: -1.1710 3.7004 3.4691
N: -0.9552 2.2592 1.3452
C: -1.4844 3.0726 0.4390
N: -1.1677 2.7425 -0.8351
C: -1.7806 3.3873 -1.8139
C: -2.6976 4.4039 -1.5627
C: -2.8623 4.7502 -0.2342
N: -2.2658 4.1110 0.7662
H: -6.9316 -0.2942 1.5526
H: -7.2613 1.2446 1.0170
H: -5.0288 -0.8299 2.8806
H: -2.7152 -0.0617 3.4507
H: -3.7368 3.9141 2.4395
H: -6.0369 3.1807 1.7925
H: -1.5285 3.0824 -2.8214
H: -3.2170 4.9162 -2.3607
H: -3.5034 5.5749 0.0689
C: 4.1872 3.4850 2.9857
C: 3.7601 2.2056 3.6948
C: 4.9367 1.6283 4.4708
C: 2.6428 2.5545 4.6698
Sb: 2.8011 0.8841 2.0413
C: 4.6282 0.4775 0.6718
C: 5.9974 0.4905 1.3352
C: 4.4106 -0.8550 -0.0266
C: 4.5584 1.5756 -0.3826
C: 2.5049 -1.1446 3.0476
C: 1.5586 -0.9292 4.2226
C: 1.8116 -1.9822 1.9836
C: 3.7520 -1.8645 3.5448
H: 4.5506 4.2252 3.7063
H: 3.3374 3.9154 2.4591
H: 4.9807 3.2938 2.2660
H: 5.2854 2.3503 5.2198
H: 5.7713 1.3994 3.8145
H: 4.6464 0.7193 4.9948
H: 2.9634 3.3576 5.3429
H: 2.3688 1.6967 5.2785
H: 1.7486 2.8841 4.1450
H: 6.0514 -0.2062 2.1714
H: 6.2453 1.4893 1.6910
H: 6.7632 0.2026 0.6056
H: 4.6173 -1.6917 0.6372
H: 5.0793 -0.9372 -0.8850
H: 3.3929 -0.9183 -0.4005
H: 4.6164 2.5704 0.0596
H: 3.6246 1.4790 -0.9339
H: 5.3824 1.4703 -1.0939
H: 0.7194 -0.2923 3.9465
H: 2.0758 -0.4647 5.0631
H: 1.1677 -1.8899 4.5762
H: 1.0064 -1.4260 1.5037
H: 1.4024 -2.8933 2.4246
H: 2.5024 -2.2771 1.2020
H: 4.2608 -1.2881 4.3152
H: 4.4547 -2.0613 2.7394
H: 3.4637 -2.8270 3.9801
C: -2.7220 -3.2078 2.9394
C: -1.6285 -2.5274 2.1133
C: -2.0975 -1.4253 1.2995
N: -2.2093 -0.4912 0.6183
H: -2.3064 -4.0813 3.4429
H: -3.5423 -3.5337 2.3015
H: -3.1169 -2.5253 3.6914
H: -1.1660 -3.2489 1.4358
H: -0.8562 -2.1336 2.7768
S: 1.6870 0.2036 -2.0420
C: 1.0769 1.5303 -3.0172
N: 1.4981 2.8258 -2.6792
C: 1.0381 3.8965 -3.4501
C: 0.3228 3.6875 -4.5847
C: -0.0735 2.3852 -4.9567
C: 0.3146 1.3222 -4.1277
H: 1.6723 2.9737 -1.6923
H: 1.3391 4.8809 -3.1231
H: 0.0355 4.5322 -5.1985
H: -0.6397 2.2045 -5.8567
H: 0.0409 0.3076 -4.3732
C: 0.3735 -0.5320 -1.0383
Ge: -0.6851 -1.6328 -2.2600
C: -1.6522 -3.2201 -1.4938
C: -1.0664 -4.4680 -1.3317
C: -1.7558 -5.5210 -0.7589
C: -3.0568 -5.3394 -0.3205
C: -3.6618 -4.1022 -0.4790
C: -2.9667 -3.0626 -1.0667
C: -2.2835 -1.0104 -3.3687
C: -2.7659 0.2717 -3.1536
C: -3.8235 0.7775 -3.8862
C: -4.4269 -0.0078 -4.8550
C: -3.9917 -1.3082 -5.0490
C: -2.9352 -1.8019 -4.3041
C: 0.5273 -2.4740 -3.6408
C: 1.7238 -3.0198 -3.1905
C: 2.6677 -3.5175 -4.0678
C: 2.4341 -3.4840 -5.4328
C: 1.2508 -2.9420 -5.9002
C: 0.3162 -2.4381 -5.0117
H: -0.0499 -4.6100 -1.6751
H: -1.2814 -6.4902 -0.6551
H: -3.5996 -6.1590 0.1353
H: -4.6814 -3.9498 -0.1419
H: -3.4442 -2.1033 -1.2058
H: -2.2922 0.8660 -2.3832
H: -4.1803 1.7850 -3.7065
H: -5.2388 0.3886 -5.4541
H: -4.4833 -1.9368 -5.7854
H: -2.6149 -2.8277 -4.4431
H: 1.9205 -3.0093 -2.1256
H: 3.6020 -3.9170 -3.6935
H: 3.1752 -3.8648 -6.1268
H: 1.0656 -2.8959 -6.9672
H: -0.5903 -1.9891 -5.3978

Results of the Löwdin charge analysis, in e, for atoms 1 through 8: number 1, Cu, carries 0.10; number 2, N, carries 0.07; number 3, C, carries -0.33; number 4, C, carries -0.04; number 5, C, carries -0.09; number 6, C, carries -0.27; number 7, C, carries -0.07; number 8, C, carries -0.03

=====

Molecular formula: C49H62FeN3P2Si2
Method: DFT, ωB97M-V/def2-TZVPD

Results
**2S+1**: 5
**HOMO (spin up / spin down)**: -3.87 / -4.07 eV
**Net charge**: -1
**Gap between HOMO and LUMO (spin up / spin down)**: 6.44 / 6.64 eV
**F_max**: 0.9 eV Å⁻¹
**E**: -4594.312866 a.u.
**Energy relative to the best compared isomer or geometry (same formula, charge and spin)**: 0.00 kcal/mol

Geometry (Å):
Fe: 0.2123 0.5681 -0.0418
C: 2.6997 1.2112 3.2386
Si: 2.8610 -0.3813 2.2747
C: 3.0722 -1.7263 3.5756
C: 4.4735 -0.3308 1.2906
N: 1.5270 -0.5724 1.2175
P: 0.8902 -1.9225 0.5734
C: -0.2160 -1.4825 -0.6076
P: -1.8320 -1.0566 -0.4238
N: -1.9295 0.5549 -0.2787
Si: -3.1772 1.6435 -0.7108
C: -2.8843 3.3122 0.0746
C: -4.8944 1.1109 -0.1559
C: -3.2535 1.8956 -2.5719
C: -2.7267 -1.5752 -1.9483
C: -4.0710 -1.9316 -1.9817
C: -4.7168 -2.1717 -3.1918
C: -4.0224 -2.0542 -4.3841
C: -2.6760 -1.7109 -4.3627
C: -2.0346 -1.4779 -3.1552
C: -2.7658 -1.8421 0.9255
C: -3.0155 -3.2139 0.9296
C: -3.6637 -3.8042 2.0060
C: -4.0594 -3.0286 3.0903
C: -3.7986 -1.6671 3.1004
C: -3.1509 -1.0762 2.0219
C: 2.2594 -2.8252 -0.2753
C: 3.1535 -3.6713 0.3756
C: 4.2677 -4.1866 -0.2804
C: 4.5126 -3.8502 -1.6004
C: 3.6304 -3.0054 -2.2629
C: 2.5139 -2.5030 -1.6084
C: 0.3249 -3.0214 1.9125
C: 0.3592 -4.4099 1.8472
C: -0.1385 -5.1799 2.8934
C: -0.6983 -4.5665 4.0021
C: -0.7677 -3.1804 4.0618
C: -0.2546 -2.4136 3.0254
H: 3.6700 1.5171 3.6513
H: 1.9982 1.0949 4.0716
H: 2.3205 2.0179 2.6048
H: 4.0030 -1.5449 4.1255
H: 3.1257 -2.7309 3.1508
H: 2.2451 -1.7160 4.2928
H: 5.2050 0.3481 1.7456
H: 4.2869 0.0064 0.2648
H: 4.9281 -1.3262 1.2272
H: -2.9729 3.2608 1.1660
H: -3.6197 4.0359 -0.2997
H: -1.8808 3.6907 -0.1454
H: -4.9274 0.9743 0.9301
H: -5.2083 0.1739 -0.6231
H: -5.6271 1.8814 -0.4226
H: -2.2410 1.9960 -2.9801
H: -3.8152 2.8030 -2.8235
H: -3.7300 1.0457 -3.0742
H: -4.6222 -2.0298 -1.0536
H: -5.7652 -2.4448 -3.2008
H: -4.5253 -2.2350 -5.3269
H: -2.1263 -1.6246 -5.2925
H: -0.9803 -1.2263 -3.1173
H: -2.6813 -3.8161 0.0915
H: -3.8597 -4.8694 2.0037
H: -4.5661 -3.4896 3.9294
H: -4.0909 -1.0643 3.9532
H: -2.9327 -0.0119 2.0146
H: 2.9849 -3.9380 1.4099
H: 4.9490 -4.8440 0.2473
H: 5.3830 -4.2447 -2.1116
H: 3.8129 -2.7375 -3.2971
H: 1.8066 -1.8562 -2.1168
H: 0.7639 -4.8943 0.9668
H: -0.0940 -6.2614 2.8390
H: -1.0849 -5.1674 4.8173
H: -1.2218 -2.6968 4.9182
H: -0.2848 -1.3303 3.0704
C: -0.0343 6.4958 3.3823
C: -0.2730 5.0326 3.0872
C: -1.0640 4.2679 3.9292
C: -1.2552 2.9083 3.6462
C: -2.1362 2.0610 4.5338
C: -0.6641 2.3513 2.5372
C: 0.1312 3.0996 1.6252
C: 0.3169 4.4607 1.9586
N: 0.6182 2.4365 0.5338
C: 1.4839 3.0422 -0.4840
C: 2.8475 3.5296 0.0457
C: 3.7375 4.0157 -1.1070
C: 3.0362 5.1545 -1.8581
C: 1.7084 4.6521 -2.4392
C: 1.9727 3.4933 -3.4039
C: 2.6680 2.3590 -2.6485
C: 3.9997 2.8580 -2.0774
C: 1.7866 1.8963 -1.4840
C: 0.8050 4.1653 -1.2998
H: -0.6226 6.8246 4.2411
H: -0.3064 7.1178 2.5259
H: 1.0198 6.6843 3.6024
H: -1.5275 4.7164 4.8039
H: -2.0857 2.3907 5.5733
H: -1.8432 1.0086 4.4895
H: -3.1824 2.1258 4.2173
H: -0.8036 1.2953 2.3166
H: 0.9258 5.0978 1.3358
H: 3.3288 2.6980 0.5726
H: 2.7067 4.3309 0.7729
H: 4.6908 4.3743 -0.7074
H: 3.6831 5.5227 -2.6636
H: 2.8496 5.9937 -1.1781
H: 1.2122 5.4660 -2.9752
H: 2.5970 3.8255 -4.2416
H: 1.0235 3.1372 -3.8200
H: 2.8503 1.5185 -3.3247
H: 4.6573 3.1872 -2.8907
H: 4.5077 2.0407 -1.5528
H: 2.3116 1.0893 -0.9533
H: 0.8275 1.4988 -1.8728
H: -0.1358 3.7716 -1.7018
H: 0.5495 5.0034 -0.6531

Results of the Löwdin charge analysis, in e, for atoms 1 through 8: number 1, Fe, carries 0.61; number 2, C, carries -0.17; number 3, Si, carries 0.32; number 4, C, carries -0.18; number 5, C, carries -0.17; number 6, N, carries -0.29; number 7, P, carries 0.64; number 8, C, carries -0.46

=====

> The lowest E belongs to which entry?

C49H61CuGeN6O2S2Sb

=====

> Among the records above, which one has the highest net charge?

C49H61BFIrN6O4

=====

> Which of these has the highest net charge?

C49H61BFIrN6O4

=====

> Which value of E does entry 1 give?

-2761.490328 a.u.